{"formula": "C46H61Br3Cl57N3O5PS", "method": "ωB97M-V/def2-TZVPD", "species": ["Br", "Br", "Br", "Cl", "Cl", "Cl", "Cl", "Cl", "Cl", "Cl", "Cl", "Cl", "Cl", "Cl", "Cl", "Cl", "Cl", "Cl", "Cl", "Cl", "Cl", "Cl", "Cl", "Cl", "Cl", "Cl", "Cl", "Cl", "Cl", "Cl", "Cl", "Cl", "Cl", "Cl", "Cl", "Cl", "Cl", "Cl", "Cl", "Cl", "Cl", "Cl", "Cl", "Cl", "Cl", "Cl", "Cl", "Cl", "Cl", "Cl", "Cl", "Cl", "Cl", "Cl", "Cl", "Cl", "Cl", "Cl", "Cl", "Cl", "S", "P", "O", "O", "O", "O", "O", "N", "N", "N", "C", "C", "C", "C", "C", "C", "C", "C", "C", "C", "C", "C", "C", "C", "C", "C", "C", "C", "C", "C", "C", "C", "C", "C", "C", "C", "C", "C", "C", "C", "C", "C", "C", "C", "C", "C", "C", "C", "C", "C", "C", "C", "C", "C", "C", "C", "H", "H", "H", "H", "H", "H", "H", "H", "H", "H", "H", "H", "H", "H", "H", "H", "H", "H", "H", "H", "H", "H", "H", "H", "H", "H", "H", "H", "H", "H", "H", "H", "H", "H", "H", "H", "H", "H", "H", "H", "H", "H", "H", "H", "H", "H", "H", "H", "H", "H", "H", "H", "H", "H", "H", "H", "H", "H", "H", "H", "H"], "xyz": [[0.031, 1.954, 4.819], [2.419, -3.439, -1.255], [0.967, 0.493, -3.612], [15.876, -0.985, 0.365], [-11.682, 3.735, 5.965], [16.655, 0.631, -2.595], [-10.843, 2.834, 9.981], [13.058, -1.077, 1.083], [-7.010, 5.396, 3.469], [-13.719, 2.648, 9.574], [-13.444, 1.386, -10.437], [3.375, -5.502, 1.445], [-9.677, -0.061, -5.256], [-3.598, -7.023, 3.348], [9.520, -2.493, 0.733], [18.474, 2.348, -1.112], [-10.085, 1.981, -0.507], [-7.713, 3.546, -1.135], [-4.245, -7.321, 0.526], [-1.291, -2.834, -5.495], [-11.009, -0.812, -1.184], [-7.452, 2.834, 2.161], [-13.921, 5.408, 6.776], [14.603, 3.949, 4.025], [14.503, 2.029, -0.981], [-1.996, -0.937, -3.399], [16.617, 4.081, 1.929], [-12.216, 0.011, 7.948], [19.477, 0.717, -3.305], [-12.598, 4.911, 11.019], [9.170, 0.257, 1.617], [-13.761, 1.332, 5.869], [-12.846, -2.542, -2.633], [-3.037, -9.531, 1.986], [-11.574, -0.304, -11.889], [12.947, 3.367, -3.043], [6.152, -8.959, -8.307], [19.702, 5.077, 0.047], [10.374, -0.296, -0.973], [2.692, -3.729, 3.648], [-9.381, 3.831, 4.098], [6.177, -7.045, -3.467], [14.881, 0.644, 2.561], [-8.953, -1.995, -7.306], [-4.011, -1.824, -5.303], [-12.665, -1.323, 5.402], [5.833, -10.260, -5.723], [19.788, 7.901, -0.649], [4.676, -7.629, -6.181], [-12.548, 5.933, 4.265], [5.601, -4.541, -2.109], [-10.641, 1.317, -9.660], [-10.029, -2.482, -3.359], [18.018, 6.975, 1.468], [-8.154, 0.986, -2.443], [17.410, 4.272, 4.721], [4.965, -4.835, -4.934], [-11.673, -0.972, -7.166], [14.063, 0.724, -3.551], [5.329, -4.953, 3.527], [0.596, 6.624, 1.317], [0.108, -0.045, 3.675], [1.736, -0.576, 3.532], [-2.096, 5.837, 1.837], [5.918, 1.161, -0.229], [5.150, 0.394, 1.834], [-0.533, 1.593, -0.972], [-0.929, -0.869, 1.092], [-1.213, 7.081, 3.691], [-2.492, 6.707, 4.037], [-3.507, -3.615, 1.677], [-2.271, -0.568, 0.437], [-1.989, -3.300, 1.124], [0.733, 1.282, -0.266], [-2.298, -1.443, -5.070], [-4.676, -2.876, 0.855], [14.709, -0.889, 1.693], [-7.012, -0.474, 0.116], [9.183, -0.832, 0.222], [5.066, 0.433, 0.407], [0.965, 4.824, 0.928], [3.919, -0.352, -0.465], [-11.779, 1.219, -11.013], [2.025, -2.381, -4.073], [0.078, -1.325, 0.098], [-7.123, -1.909, -0.662], [-4.680, -3.132, -0.737], [-13.069, 4.683, 5.405], [13.374, 1.806, -2.325], [-4.134, -8.146, 2.090], [-3.056, 5.954, 2.896], [-0.934, 6.543, 2.360], [-13.348, -0.222, 6.608], [18.305, 0.815, -1.982], [1.174, -0.298, -0.473], [-9.962, -0.593, -6.920], [2.524, 4.536, 0.635], [2.850, 2.955, 0.311], [-11.193, -2.357, -2.030], [1.856, -1.998, -2.485], [3.989, -4.293, 2.581], [-3.166, -0.128, -0.440], [0.252, 1.501, 1.297], [19.576, 6.731, 0.662], [5.083, -9.188, -6.916], [-8.929, 2.428, -1.771], [-8.226, 4.277, 2.834], [-5.822, -2.272, -1.547], [5.074, -5.666, -3.371], [1.359, -0.691, -2.054], [-1.274, -2.108, 1.944], [2.555, -0.465, 0.384], [1.825, 2.345, -0.770], [16.152, 4.654, 3.536], [-12.337, 3.745, 9.712], [-0.637, 0.328, 1.925], [-4.022, 0.361, -1.026], [-3.619, -3.408, 2.806], [-9.691, 0.220, -7.591], [2.565, -1.534, 0.860], [-1.673, 0.804, 2.193], [20.369, 6.887, 1.393], [-9.473, 2.931, -2.571], [2.781, -1.614, -4.527], [0.997, -2.295, -4.580], [-8.065, -0.026, 0.356], [18.506, 0.002, -1.285], [3.158, 4.957, 1.497], [-8.005, -1.770, -1.418], [-0.376, 2.172, -1.748], [8.197, -0.808, -0.241], [-11.569, 2.040, -11.698], [14.913, -1.702, 2.389], [-4.088, 5.457, 2.791], [-4.681, -1.763, 1.170], [-5.125, -8.512, 2.357], [1.839, -1.319, 4.189], [4.359, -3.441, 2.010], [-3.675, -4.766, 1.539], [4.379, -1.412, -0.644], [-8.770, 4.779, 2.034], [4.083, -6.035, -3.108], [-6.500, 0.290, -0.599], [2.790, 5.122, -0.342], [-14.260, -0.669, 7.002], [-0.395, 2.474, 1.263], [-0.518, -1.726, -0.825], [-5.688, -3.308, 1.255], [5.820, 1.087, 2.068], [-10.993, -3.161, -1.322], [-7.464, -2.746, 0.062], [-1.407, -4.282, 1.392], [2.519, -3.423, -4.213], [2.485, 1.843, -1.595], [1.118, 1.723, 2.014], [3.864, 0.212, -1.458], [16.038, 5.737, 3.495], [-13.756, 4.013, 4.889], [-3.671, -2.838, -1.231], [12.465, 1.348, -1.936], [-2.038, -0.616, -5.731], [3.007, 2.363, 1.277], [-12.241, 4.295, 8.776], [-5.398, -1.298, -1.987], [-6.200, -2.949, -2.421], [-6.462, -0.543, 1.123], [0.689, 4.227, 1.893], [1.380, 3.283, -1.312], [-4.892, -4.246, -0.936], [-2.030, -1.727, 2.732], [0.253, 4.537, 0.054], [-0.365, -2.560, 2.479], [-1.931, -3.237, -0.021], [4.161, -9.654, -7.264], [0.579, -2.284, 0.540], [2.657, 0.247, 1.277], [3.900, 2.996, -0.205]], "mulliken_charge": [-0.23, -0.20, -0.08, -0.06, -0.04, 0.00, -0.13, -0.03, -0.13, -0.10, -0.11, -0.11, -0.04, -0.12, -0.12, -0.06, -0.12, -0.10, -0.11, -0.14, -0.06, -0.05, -0.11, -0.13, -0.02, 0.05, 0.01, -0.09, -0.14, -0.13, -0.13, -0.07, -0.12, -0.11, -0.12, -0.13, -0.12, -0.09, -0.10, -0.15, -0.06, -0.07, -0.05, -0.14, -0.10, -0.12, -0.12, -0.12, -0.05, -0.13, -0.07, -0.10, -0.10, -0.12, -0.05, -0.13, -0.14, -0.11, -0.15, -0.11, -0.14, -0.01, -0.42, -0.19, -0.63, -0.42, -0.49, 2.01, -0.28, -0.26, -0.26, 0.09, -0.28, -0.28, -0.20, 0.15, -0.24, -0.44, 0.17, 0.17, -0.10, 0.07, 0.00, -0.68, -1.62, 0.34, 0.08, 0.09, 0.64, 0.02, 0.19, 0.43, -0.05, -0.08, 3.29, 0.24, -1.20, -0.33, -0.09, -0.07, 0.47, -1.06, -1.14, 0.02, -0.01, -0.17, -0.04, -0.36, 0.01, -1.00, -1.11, -0.27, -0.98, -0.02, 0.42, -0.08, 0.31, 0.41, 0.04, -0.03, 0.72, 0.30, 0.43, 0.32, -0.05, 0.22, 0.26, 0.39, -0.52, 0.55, 0.13, 0.33, 0.39, 0.20, -0.39, 0.31, 0.31, -0.12, -0.50, 0.23, 0.25, 0.29, -0.09, 0.35, 0.32, 0.34, 0.10, 0.43, 0.38, 0.34, 0.33, 0.51, 0.16, 0.31, 0.21, 0.20, 0.29, 0.24, -0.29, -0.30, 0.38, 0.35, -0.09, 0.02, 0.31, 0.26, 0.01, 0.70, 0.32, 0.78, 0.33, 0.05, 0.17, 0.31, -0.04, 0.31, 0.26], "charge": 1, "molar_mass_g_mol": 3059.58, "e_tot_ha": -37021.5206, "gap_ev": 7.674, "homo_ev": -10.67}

---

{"formula": "C46H65BCoN7O4Si", "method": "ωB97M-V/def2-TZVPD", "species": ["Co", "Si", "O", "O", "O", "O", "N", "N", "N", "N", "N", "N", "N", "C", "C", "C", "C", "C", "C", "C", "C", "C", "C", "C", "C", "C", "C", "C", "C", "C", "C", "C", "C", "C", "C", "C", "C", "C", "C", "C", "C", "C", "C", "C", "C", "C", "C", "C", "C", "C", "C", "C", "C", "C", "C", "C", "C", "C", "C", "B", "H", "H", "H", "H", "H", "H", "H", "H", "H", "H", "H", "H", "H", "H", "H", "H", "H", "H", "H", "H", "H", "H", "H", "H", "H", "H", "H", "H", "H", "H", "H", "H", "H", "H", "H", "H", "H", "H", "H", "H", "H", "H", "H", "H", "H", "H", "H", "H", "H", "H", "H", "H", "H", "H", "H", "H", "H", "H", "H", "H", "H", "H", "H", "H", "H"], "xyz": [[-1.156, 0.142, -0.773], [2.227, 0.265, -2.013], [2.666, -1.038, -2.937], [0.713, 0.504, -1.740], [2.949, 1.547, -2.832], [3.159, 0.079, -0.640], [-3.855, 1.968, 1.215], [-2.667, 1.532, -1.615], [-2.121, -1.840, -3.039], [-3.798, -1.326, 0.770], [-2.530, 2.226, 1.282], [-4.761, -0.408, 0.554], [-3.968, 1.280, -1.264], [-1.474, 2.474, -3.617], [1.392, -2.773, -1.793], [-1.045, 3.858, 2.457], [2.531, 2.196, 0.418], [-3.784, -3.824, 1.230], [-5.821, -2.313, 0.869], [-4.423, -2.491, 0.936], [3.399, 3.287, -4.348], [-3.990, 1.905, -3.386], [1.990, 1.359, -5.069], [-3.621, 3.578, 2.710], [4.921, 1.631, -0.139], [3.697, 0.382, 1.653], [-0.301, -0.415, 0.883], [0.217, -1.515, 5.580], [-1.902, -0.864, 6.530], [-0.411, 3.048, -2.680], [3.183, 1.781, -4.203], [-1.722, -1.184, -2.167], [-4.529, 2.766, 2.071], [4.447, 1.040, -4.660], [3.560, 1.069, 0.298], [-2.393, -0.654, 5.244], [2.483, -2.520, 1.870], [-2.683, 1.963, -2.878], [2.587, -2.431, -2.674], [-2.376, 3.212, 2.160], [-0.272, -1.346, 4.273], [1.613, -2.565, 2.979], [-5.984, -0.979, 0.603], [-1.898, 3.545, -4.626], [0.527, -1.597, 3.072], [-3.806, -4.080, 2.745], [1.799, -3.624, 3.889], [-1.596, -0.881, 4.138], [3.891, -2.863, -1.992], [-4.760, 1.482, -2.327], [2.451, -3.125, -4.029], [0.145, -0.934, 1.906], [3.703, -4.446, 2.652], [-0.305, 4.155, 1.152], [2.833, -4.534, 3.732], [-2.378, -3.984, 0.666], [3.503, -3.438, 1.712], [-0.185, 2.982, 3.373], [-0.587, -1.281, 6.686], [-4.575, 1.074, 0.169], [-4.330, 2.157, -4.377], [3.298, -2.858, -4.669], [3.570, 3.555, -5.395], [1.552, 1.755, 0.620], [1.253, -1.788, 5.730], [4.149, -3.370, 0.843], [0.778, 3.459, 3.587], [2.154, 1.649, -6.110], [2.717, 0.046, 2.003], [4.509, -5.160, 2.533], [-3.822, 4.349, 3.437], [4.834, 1.988, -1.167], [0.479, -2.358, -2.224], [-3.232, -3.306, 3.260], [1.080, 1.835, -4.695], [1.099, -3.763, 4.700], [-1.983, -0.716, 3.136], [1.510, -2.334, -0.794], [2.425, -4.211, -3.906], [-6.585, -3.070, 0.960], [-1.011, 3.992, -5.082], [4.357, -0.487, 1.571], [-2.464, 4.335, -4.125], [-5.706, 1.499, 0.115], [-3.413, -0.316, 5.102], [1.282, -3.856, -1.697], [2.467, 2.753, -0.521], [-0.697, 2.785, 4.317], [-1.699, -3.285, 1.145], [4.632, 1.205, -5.727], [4.736, -2.713, -2.672], [4.262, 3.600, -3.752], [3.850, -3.916, -1.700], [-0.122, 3.223, 0.616], [1.853, 0.278, -5.008], [-2.015, -5.004, 0.835], [2.799, 2.880, 1.228], [2.518, 3.817, -3.979], [1.528, -2.800, -4.514], [4.117, 1.077, 2.387], [-2.521, 3.137, -5.427], [-5.604, 2.713, 2.153], [2.329, -1.748, 1.124], [-0.004, 2.026, 2.882], [-0.001, 2.271, -2.038], [4.309, -0.026, -4.476], [-4.828, -4.065, 3.132], [0.418, 3.461, -3.264], [-0.905, 4.801, 0.504], [5.312, 1.388, -4.087], [5.230, 2.456, 0.510], [-5.825, 1.324, -2.256], [-0.180, -1.425, 7.682], [-2.533, -0.697, 7.396], [5.677, 0.841, -0.101], [-4.424, -4.575, 0.754], [-0.837, 3.849, -2.067], [4.045, -2.240, -1.107], [0.655, 4.643, 1.346], [-6.880, -0.397, 0.454], [2.956, -5.331, 4.458], [-1.262, 4.799, 2.971], [-2.367, -3.769, -0.402], [-3.359, -5.053, 2.976], [-1.043, 1.633, -4.167]], "mulliken_spin": [2.79, -0.02, 0.01, -0.05, -0.01, -0.01, -0.02, 0.03, 0.03, -0.03, 0.04, 0.02, 0.01, 0.00, -0.02, 0.00, -0.02, 0.00, 0.00, 0.02, 0.00, -0.01, 0.00, 0.00, 0.00, 0.01, 0.24, 0.09, 0.10, 0.00, 0.00, -0.05, 0.00, 0.00, 0.02, -0.08, 0.06, 0.03, 0.00, 0.01, 0.01, 0.06, 0.00, 0.00, 0.15, 0.00, 0.13, 0.06, 0.00, 0.01, 0.00, 0.20, 0.12, 0.01, -0.07, 0.00, -0.09, 0.01, -0.06, 0.02, 0.00, 0.00, 0.00, 0.04, 0.01, 0.00, 0.00, 0.00, 0.00, 0.01, 0.00, 0.00, 0.00, 0.00, 0.00, 0.01, 0.05, 0.02, 0.00, 0.00, 0.00, 0.00, 0.00, 0.00, 0.00, 0.00, 0.00, 0.00, 0.01, 0.00, 0.00, 0.00, 0.00, 0.02, 0.00, 0.00, 0.00, 0.00, 0.00, 0.00, 0.00, 0.00, 0.05, 0.00, 0.02, 0.00, 0.00, 0.00, 0.00, 0.00, 0.00, 0.00, 0.00, 0.01, 0.00, 0.00, 0.00, 0.00, 0.00, 0.00, 0.00, 0.00, 0.00, 0.00, 0.00], "s2": 6.042, "charge": -2, "molar_mass_g_mol": 877.90, "spin_multiplicity": 5, "e_tot_ha": -4173.5203, "gap_ev": [6.086, 7.564], "homo_ev": [-1.77, -3.68]}